1.
C35H35CoN5O4SSe as an isolated structure, computed with wB97M-V/def2-TZVPD.

Cartesian coordinates (Å):
Co -0.3338 -0.1308 0.3075
O 1.0787 -2.4108 -4.2167
C 2.1758 -1.7632 -3.8000
C 3.3316 -1.9243 -4.5677
C 4.4931 -1.2732 -4.2199
C 4.5491 -0.4483 -3.0925
C 3.4243 -0.3006 -2.3192
C 2.2240 -0.9493 -2.6514
C 1.0677 -0.7503 -1.7961
O 1.2088 -0.0615 -0.6979
N -0.1211 -1.2387 -2.1551
N -1.0164 -0.9104 -1.1970
C -2.2831 -1.0276 -1.2990
C -3.0126 -0.6164 -0.0967
C -4.3714 -0.7850 0.0781
C -4.9321 -0.4309 1.2980
C -4.1172 0.0609 2.3000
C -2.7607 0.2035 2.0507
N -2.2222 -0.0889 0.8719
H 0.3296 -2.1844 -3.6309
H 3.2804 -2.5684 -5.4348
H 5.3746 -1.4024 -4.8347
H 5.4653 0.0624 -2.8324
H 3.4386 0.3243 -1.4369
H -2.7549 -1.4015 -2.1990
H -4.9688 -1.2078 -0.7172
H -5.9916 -0.5663 1.4684
H -4.5121 0.3275 3.2694
H -2.0870 0.5603 2.8125
C 3.2202 -6.8309 8.0810
C 2.2351 -6.2513 7.1037
O 1.4201 -5.4177 7.3742
S 2.4273 -6.9742 5.4563
C 1.7457 -5.7173 4.4100
C 2.5229 -5.2919 3.3349
C 2.0724 -4.2817 2.5057
C 0.8433 -3.6674 2.7542
C 0.0509 -4.1303 3.8049
C 0.4877 -5.1604 4.6187
C 0.4213 -2.5494 1.9617
C 0.0870 -1.5906 1.3052
H 2.9416 -6.5432 9.0911
H 4.2137 -6.4512 7.8407
H 3.2552 -7.9174 7.9888
H 3.4889 -5.7471 3.1598
H 2.6731 -3.9565 1.6669
H -0.9196 -3.6835 3.9758
H -0.1419 -5.5271 5.4140
C -0.2282 3.2251 -5.1410
N -1.1753 3.7716 -4.1871
C -1.1842 3.5255 -2.8598
Se -0.0431 2.4218 -1.9259
N -2.2010 4.2496 -2.3358
C -2.8506 4.9783 -3.3243
C -3.9255 5.8507 -3.2945
C -4.3128 6.4051 -4.5040
C -3.6480 6.0994 -5.6945
C -2.5704 5.2286 -5.7195
C -2.1883 4.6729 -4.5090
H 0.2674 2.3753 -4.6799
H 0.5138 3.9759 -5.4111
H -0.7646 2.9024 -6.0315
H -2.3988 4.2495 -1.3510
H -4.4382 6.0935 -2.3736
H -5.1475 7.0922 -4.5268
H -3.9814 6.5547 -6.6168
H -2.0516 5.0010 -6.6405
C 2.8095 2.0545 1.5071
C 1.8653 0.9459 1.9084
O 0.4958 1.2588 1.4866
C -0.1162 2.2128 2.3839
C -1.0716 3.1281 1.6609
H 3.8316 1.7469 1.7319
H 2.6255 2.9892 2.0364
H 2.7304 2.2398 0.4355
H 1.8461 0.7536 2.9829
H 2.1259 0.0207 1.4082
H 0.6893 2.8010 2.8180
H -0.5822 1.6635 3.2050
H -0.5595 3.6209 0.8359
H -1.4294 3.8805 2.3657
H -1.9340 2.6018 1.2512

LUMO energy, eV: -4.2
Charge: +1
DFT total energy, Ha: -6111.611868
Highest occupied orbital energy, eV: -10.138

2.
C35H35GeN7O4Sn as an isolated structure, computed with wB97M-V/def2-TZVPD.

Cartesian coordinates (Å):
Sn 0.2921 0.1567 1.4756
C -3.7435 -1.9931 3.0985
C -2.4348 -1.6335 2.7711
N -2.0642 -0.3946 2.5132
C -2.9886 0.5800 2.5146
C -4.3549 0.3060 2.7731
C -4.7079 -1.0166 3.1079
C -5.3068 1.3435 2.6630
C -4.9244 2.5839 2.2032
C -3.5827 2.8812 1.9962
C -2.5695 1.9467 2.2727
N -1.2419 2.1508 2.3691
C -0.6155 3.2897 2.7026
C -1.1938 4.5616 2.8889
C -0.4247 5.6807 3.1743
C 0.9314 5.5759 3.3921
C 1.5566 4.3091 3.3660
C 2.9029 4.1234 3.7425
C 3.4337 2.8567 3.7314
C 2.6208 1.8002 3.3163
N 1.3573 1.9446 2.9686
C 0.8017 3.1647 2.9963
H -3.9861 -3.0181 3.3204
H -1.6522 -2.3803 2.7138
H -5.7334 -1.2425 3.3518
H -6.3389 1.1287 2.8891
H -5.6690 3.3443 2.0150
H -3.3374 3.8321 1.5527
H -2.2614 4.6906 2.8361
H -0.9115 6.6419 3.2557
H 1.5155 6.4486 3.6382
H 3.4945 4.9726 4.0474
H 4.4542 2.6730 4.0283
H 3.0154 0.7902 3.2669
C -4.0786 -3.2638 -0.6913
C -4.5310 -2.0839 -1.5458
C -3.5172 -1.6884 -2.6156
C -2.2675 -1.0023 -2.1035
Ge -0.7936 -2.2008 -1.3790
C -0.1657 -3.6227 -2.6639
C -0.9465 -4.9220 -2.6159
C -0.0625 -6.0850 -3.1093
C 0.4260 -5.9110 -4.5374
H -4.9128 -3.6712 -0.1249
H -3.3009 -2.9678 0.0127
H -3.6879 -4.0606 -1.3214
H -4.7456 -1.2258 -0.9045
H -5.4632 -2.3548 -2.0441
H -4.0059 -0.9965 -3.3079
H -3.2519 -2.5716 -3.2008
H -2.4981 -0.2659 -1.3281
H -1.7605 -0.4912 -2.9241
H -1.0408 -2.7592 0.0396
H 0.8783 -3.7907 -2.3896
H -0.1797 -3.1945 -3.6646
H -1.8413 -4.8554 -3.2380
H -1.2647 -5.1558 -1.5961
H -0.6604 -6.9978 -3.0443
H 0.7965 -6.2052 -2.4445
H -0.3983 -5.7305 -5.2216
H 0.9290 -6.8256 -4.8476
H 1.1378 -5.0952 -4.6320
O 2.4676 0.1566 -1.6840
C 2.8178 0.9824 -0.7268
O 2.1147 1.2607 0.2452
C 4.1640 1.5463 -0.9251
C 4.8882 1.2785 -2.0932
C 6.1817 1.7463 -2.2240
C 6.7448 2.4868 -1.1940
C 6.0357 2.7748 -0.0345
C 4.7447 2.3070 0.0970
N 8.1265 2.9593 -1.3243
O 8.6696 2.7596 -2.3787
O 8.6044 3.5036 -0.3607
H 4.4397 0.7036 -2.8883
H 6.7697 1.5260 -3.1024
H 6.5177 3.3409 0.7481
H 4.1809 2.5098 0.9941
N 0.5390 -0.9535 -0.8305
C 1.3100 -0.6135 -1.8148
N 1.1086 -1.0398 -3.0328
C 1.8769 -0.7414 -4.0352
N 2.5717 -0.5974 -4.9442

LUMO energy (alpha / beta), eV: -9.9 / -9.9
Charge: +2
DFT total energy, Ha: -4329.492859
Highest occupied orbital energy (alpha / beta), eV: -12.487 / -12.486

3.
C35H36Br3HfN6O2Si2 as an isolated structure, computed with wB97M-V/def2-TZVPD.

Cartesian coordinates (Å):
Hf -0.1967 0.2328 -0.2075
Br -5.1967 -3.4780 -2.4185
C -3.6473 -2.5025 -2.0424
C -2.5788 -3.1320 -1.3991
C -1.4581 -2.4435 -1.0936
N -1.2705 -1.1658 -1.4413
C -2.2757 -0.5504 -2.2319
C -3.5168 -1.1813 -2.5020
C -2.0020 0.7898 -2.5818
C -2.8358 1.5500 -3.4703
C -2.5854 2.8831 -3.5529
Br -3.6144 3.9490 -4.7814
C -1.5029 3.4879 -2.9182
C -0.7402 2.7317 -2.0576
N -1.0263 1.4599 -1.8807
H -2.6083 -4.2186 -1.1724
H -0.6086 -2.9667 -0.6082
H -4.3766 -0.5986 -2.8860
H -3.6250 1.0858 -3.9938
H -1.2794 4.5502 -3.0717
H 0.1171 3.1600 -1.5609
Br 0.8501 -3.2669 -4.7301
C 1.9070 -3.3748 -3.0771
C 3.0978 -4.1479 -3.1783
C 3.7230 -4.5080 -1.9720
C 3.2377 -4.0586 -0.7143
C 2.0903 -3.1791 -0.8262
N 1.4344 -2.9546 -1.9418
C 1.7850 -2.3366 0.3898
O 2.4756 -2.5982 1.4243
O 0.8166 -1.4679 0.2845
H 3.4484 -4.7077 -4.0537
H 4.5848 -5.1901 -2.0684
H 3.7616 -4.1804 0.2468
C 1.8727 0.0142 -3.1287
Si 2.9846 0.6712 -1.6906
C 4.1806 -0.6021 -1.0847
C 3.7895 2.2788 -2.2035
N 1.8326 1.0810 -0.3820
C 2.1855 1.5207 0.8624
C 3.5027 1.6751 1.3168
C 3.7739 2.2432 2.5941
C 2.6751 2.5770 3.3735
C 1.3433 2.4731 2.9551
C 1.0584 1.9867 1.6898
N -0.1808 1.9376 1.1524
Si -1.4566 3.1583 1.7441
C -2.1500 2.8278 3.4046
C -0.5814 4.8645 1.6527
C -3.0111 3.0440 0.6955
H 1.5387 0.8783 -3.6781
H 1.0992 -0.5903 -2.6611
H 2.4574 -0.6052 -3.8097
H 4.2218 -1.5320 -1.6430
H 3.8954 -0.8671 -0.0576
H 5.1935 -0.2107 -0.9860
H 3.0668 3.0823 -2.2685
H 4.2348 2.1655 -3.2450
H 4.6000 2.6101 -1.4898
H 4.3322 1.3320 0.6824
H 4.7728 2.5528 2.8688
H 2.8191 2.9869 4.3764
H 0.4978 2.9095 3.5336
H -3.1418 3.3112 3.3153
H -1.5354 3.1983 4.2723
H -2.2144 1.7314 3.5472
H -0.3289 5.2304 2.6640
H -1.2582 5.6550 1.3006
H 0.3257 4.8784 1.0359
H -3.3370 4.1302 0.6388
H -3.7694 2.3825 1.2078
H -2.8293 2.6850 -0.3361
N -1.9213 -0.3048 1.0465
C -2.2877 -1.1007 1.8470
C -2.4206 -2.0928 2.7857
C -3.6911 -2.6716 3.0383
C -3.8279 -3.6836 3.9561
C -2.7558 -4.0474 4.7060
C -1.5019 -3.4604 4.5294
C -1.2815 -2.5658 3.5040
H -4.5580 -2.4488 2.4806
H -4.7854 -4.1600 4.0463
H -2.8820 -4.7758 5.4946
H -0.6717 -3.7884 5.1545
H -0.2589 -2.2377 3.2798

LUMO energy, eV: -4.7
Charge: +1
DFT total energy, Ha: -10183.394982
Highest occupied orbital energy, eV: -8.493

Computed relative energy (zero: lowest compared OMol25 entry of this formula, charge and spin) (kcal/mol) in order:
26.45, 47.86, 46.03